No. 1
{
  "formula": "CH3O4S",
  "method": "wB97M-V/def2-TZVPD",
  "gap_ev": [9.2, 5.0],
  "charge": -1,
  "de_lowest_ev": 3.769,
  "elements": ["C", "O", "O", "O", "O", "S", "H", "H", "H"],
  "xyz": [[1.149, -0.457, 1.051], [-1.320, -0.753, -0.759], [-0.818, 0.999, -2.496], [-2.575, 1.274, -0.787], [1.562, 0.556, 0.293], [-1.362, 0.641, -1.173], [1.999, -1.270, 1.127], [0.259, -0.935, 0.698], [1.105, -0.055, 2.046]],
  "atomic_forces_ev_per_a": [[3.035, -2.310, 0.089], [0.110, -1.424, -0.370], [-0.511, -0.542, 0.014], [-2.719, 1.510, 0.350], [0.043, 1.320, -0.909], [3.074, 0.376, -0.098], [-1.286, 0.836, -0.035], [-1.028, 0.002, -0.017], [-0.716, 0.231, 0.977]]
}

No. 2
{
  "formula": "C31H36BF4N2OPReS",
  "method": "wB97M-V/def2-TZVPD",
  "gap_ev": [6.5, 7.3],
  "spin_multiplicity": 2,
  "s_squared": 0.76,
  "de_lowest_ev": 0.000,
  "elements": ["Re", "C", "C", "C", "C", "C", "C", "C", "C", "C", "C", "C", "C", "C", "C", "C", "N", "H", "H", "H", "H", "H", "H", "H", "H", "H", "H", "S", "C", "N", "C", "C", "C", "C", "P", "C", "C", "C", "C", "C", "C", "C", "C", "C", "C", "H", "H", "H", "H", "H", "H", "H", "H", "H", "H", "H", "H", "H", "H", "H", "H", "H", "H", "H", "H", "H", "H", "H", "C", "O", "H", "H", "H", "F", "B", "F", "F", "F"],
  "xyz": [[0.445, -0.591, -0.460], [-0.516, -3.350, 2.822], [-0.779, -4.530, 2.134], [-0.716, -4.544, 0.756], [-0.395, -3.374, 0.061], [-0.159, -2.163, 0.733], [-0.219, -2.189, 2.131], [-0.222, -3.350, -1.397], [-0.525, -4.473, -2.205], [-0.331, -4.408, -3.545], [0.109, -3.200, -4.130], [0.269, -3.066, -5.527], [0.625, -1.864, -6.069], [0.806, -0.751, -5.227], [0.665, -0.859, -3.871], [0.352, -2.097, -3.286], [0.240, -2.213, -1.911], [-0.549, -3.338, 3.903], [-1.020, -5.435, 2.673], [-0.893, -5.473, 0.233], [-0.037, -1.286, 2.690], [-0.898, -5.374, -1.746], [-0.537, -5.260, -4.178], [0.097, -3.933, -6.151], [0.755, -1.761, -7.136], [1.077, 0.209, -5.643], [0.791, 0.011, -3.258], [4.795, -1.640, 0.956], [3.342, -1.300, 0.470], [2.230, -1.042, 0.145], [1.950, 0.538, 2.933], [1.584, 1.819, 2.173], [1.500, 2.910, 3.255], [2.713, 2.201, 1.212], [0.071, 1.425, 1.110], [-1.344, 1.144, 2.248], [-2.216, 0.086, 2.012], [-3.347, -0.105, 2.793], [-3.634, 0.770, 3.824], [-2.796, 1.850, 4.055], [-1.671, 2.039, 3.270], [-0.558, 2.967, 0.174], [0.099, 3.107, -1.201], [-2.073, 2.820, -0.033], [-0.333, 4.289, 0.910], [2.854, 0.736, 3.510], [2.151, -0.312, 2.283], [1.163, 0.267, 3.640], [2.516, 3.043, 3.634], [0.894, 2.599, 4.102], [1.163, 3.879, 2.906], [3.652, 2.212, 1.768], [2.563, 3.201, 0.801], [2.829, 1.516, 0.379], [-2.016, -0.601, 1.205], [-3.998, -0.944, 2.590], [-4.509, 0.618, 4.442], [-3.023, 2.556, 4.842], [-1.063, 2.908, 3.450], [-0.151, 2.282, -1.862], [1.182, 3.178, -1.146], [-0.278, 4.028, -1.651], [-2.349, 1.849, -0.432], [-2.384, 3.583, -0.750], [-2.626, 2.981, 0.892], [0.721, 4.550, 0.972], [-0.768, 4.308, 1.907], [-0.827, 5.071, 0.330], [-2.315, -0.562, -1.804], [-1.185, -0.042, -1.147], [-2.864, 0.268, -2.256], [-2.953, -1.060, -1.065], [-2.035, -1.280, -2.579], [1.763, 0.865, -1.582], [3.054, 0.780, -2.373], [2.798, 1.493, -3.523], [3.286, -0.544, -2.617], [4.004, 1.359, -1.573]],
  "atomic_forces_ev_per_a": [[0.095, 0.437, 0.233], [-0.021, -0.036, 0.038], [-0.007, 0.050, 0.019], [0.030, 0.128, -0.078], [0.096, -0.074, 0.029], [-0.138, -0.220, 0.098], [-0.022, -0.116, -0.135], [0.046, -0.076, 0.062], [0.078, 0.100, 0.037], [0.018, 0.085, 0.008], [0.024, -0.090, -0.093], [0.004, 0.039, 0.051], [-0.012, -0.014, 0.058], [0.008, 0.014, 0.007], [-0.022, -0.048, -0.134], [0.032, 0.047, 0.137], [-0.065, -0.110, -0.084], [0.002, 0.000, 0.037], [0.002, -0.032, 0.029], [-0.006, -0.025, -0.005], [0.045, 0.054, 0.040], [-0.009, -0.025, 0.009], [-0.005, -0.047, -0.043], [-0.006, -0.022, -0.026], [0.005, 0.003, -0.050], [0.001, 0.023, -0.033], [0.073, 0.133, 0.111], [0.229, -0.029, 0.070], [0.115, -0.167, -0.049], [0.253, -0.152, -0.060], [-0.017, -0.162, -0.092], [-0.026, 0.052, 0.033], [-0.082, -0.045, -0.052], [-0.018, 0.034, -0.038], [0.142, 0.021, -0.042], [0.010, 0.097, 0.053], [-0.073, 0.034, -0.065], [0.050, -0.009, -0.033], [-0.029, 0.027, 0.058], [-0.014, -0.011, -0.014], [0.061, -0.050, -0.002], [-0.017, 0.002, 0.016], [0.036, -0.075, 0.005], [-0.020, 0.034, 0.020], [0.025, -0.003, 0.035], [0.049, 0.000, 0.029], [-0.112, 0.182, 0.172], [-0.032, -0.004, 0.045], [0.040, 0.011, 0.011], [-0.098, -0.019, 0.046], [-0.037, 0.020, -0.052], [0.037, 0.004, 0.004], [-0.001, 0.016, -0.016], [0.011, -0.051, 0.004], [-0.008, 0.001, -0.014], [-0.045, -0.052, -0.014], [-0.035, 0.004, 0.011], [-0.003, 0.032, 0.042], [0.103, 0.034, 0.051], [-0.008, -0.039, -0.011], [0.045, -0.010, 0.000], [-0.002, 0.026, -0.042], [0.006, -0.064, -0.047], [-0.022, 0.024, -0.011], [-0.020, -0.003, 0.003], [0.053, 0.005, 0.014], [-0.010, -0.013, 0.033], [-0.010, 0.023, -0.003], [-0.029, -0.043, -0.017], [-0.544, 0.280, -0.100], [-0.016, -0.098, 0.001], [0.011, 0.030, -0.104], [-0.044, 0.038, 0.025], [-0.358, -0.140, -0.056], [0.031, 0.272, -0.006], [-0.048, 0.141, -0.210], [0.043, -0.478, -0.033], [0.183, 0.098, 0.083]]
}